No. 1
Density functional theory data (ωB97M-V with the def2-TZVPD basis set) for a single C7H10N2 molecule.

Calculated values
* HOMO-LUMO gap: 8.734 eV
* ΔE to the lowest compared entry with this formula, charge and spin: 190.82 kJ/mol
* SMILES: C1=CC2(CCC2)N=CN1
* HOMO energy: -7.9 eV

Geometry (Å):
C 1.709986 -0.400749 -1.543001
C 1.108232 -0.796599 -0.419029
C -0.041775 -0.069138 0.161329
C -1.299944 -0.987472 0.735642
C -1.397967 -0.044619 1.957152
C 0.072880 0.514729 1.671456
N -0.586424 0.992861 -0.644034
C -0.026230 1.230191 -1.747106
N 1.140591 0.642208 -2.281887
H 2.537968 -0.878539 -2.056430
H 1.526912 -1.635481 0.138596
H -2.134237 -1.095062 0.067790
H -0.872564 -1.936195 0.952657
H -2.125311 0.801018 1.927337
H -1.455936 -0.577934 2.880332
H 0.803426 -0.016810 2.250360
H 0.337599 1.578876 1.688202
H -0.398743 2.063672 -2.420200
H 1.101537 0.615045 -3.319166

Atomic forces in eV per Å
C -0.9 -0.5 -0.7
C 1.0 -0.2 0.1
C -1.7 -0.5 2.3
C 1.7 2.4 -0.7
C 1.1 1.3 -0.5
C -1.0 -0.9 -1.5
N 0.2 0.0 -0.5
C 0.3 1.2 -1.4
N -1.0 0.8 -0.6
H 0.0 -0.1 0.4
H -0.1 0.3 -0.1
H -0.4 0.1 -0.3
H 0.1 -0.9 0.5
H 0.3 -1.0 -0.2
H -0.3 -0.1 0.8
H 0.5 -0.4 0.2
H -0.5 -0.2 0.1
H 0.2 -1.0 0.9
H 0.5 -0.2 1.3

***

No. 2
Density functional theory data (ωB97M-V with the def2-TZVPD basis set) for a single C7H10N2 molecule.

Calculated values
* HOMO-LUMO gap (alpha / beta): 6.647 / 7.853 eV
* ΔE to the lowest compared entry with this formula, charge and spin: 780.02 kJ/mol
* SMILES: C#CN(C)[C@@]1(N)CC1=C
* HOMO energy (alpha / beta): -7.0 / -7.5 eV

Geometry (Å):
C 0.655553 -2.155659 1.725443
C 0.380339 -1.336985 0.857751
N -0.187590 -0.968496 -0.454433
C -1.522288 -1.487782 -0.713727
C 0.006841 0.474347 -0.552971
N 0.575213 0.973870 -1.767149
C -0.664646 1.331722 0.430822
C 0.675207 0.764851 0.799208
C 1.839478 1.444948 0.945172
H 0.715957 -2.953642 2.428349
H -1.492322 -2.580399 -0.687058
H -2.259752 -1.150288 0.024295
H -1.861041 -1.165052 -1.702329
H 0.070144 1.771005 -2.136284
H 0.603989 0.248649 -2.475069
H -0.675340 2.398369 0.249257
H -1.499838 0.958865 1.011543
H 2.153351 2.195448 0.228459
H 2.486744 1.236230 1.788720

Atomic forces in eV per Å
C -0.6 0.2 -0.5
C -1.0 0.2 -1.7
N 1.1 0.4 1.7
C -0.2 -0.2 0.2
C 0.9 -0.3 0.1
N -0.5 0.0 -0.3
C -1.1 -0.6 0.9
C -0.9 -0.5 -0.9
C 1.8 0.5 0.7
H 0.3 0.2 0.1
H 0.0 0.2 -0.1
H 0.0 0.0 0.0
H 0.2 0.0 0.1
H -0.1 -0.2 0.0
H 0.1 0.1 0.1
H 0.1 0.1 0.1
H -0.4 0.1 -0.3
H 0.3 -0.4 -0.4
H -0.1 0.4 0.2

***

No. 3
Density functional theory data (ωB97M-V with the def2-TZVPD basis set) for a single C7H10N2 molecule.

Calculated values
* <S²>: 2.019
* multiplicity: 3
* HOMO-LUMO gap (alpha / beta): 6.077 / 6.380 eV
* ΔE to the lowest compared entry with this formula, charge and spin: 319.84 kJ/mol
* HOMO energy (alpha / beta): -5.1 / -8.4 eV

Geometry (Å):
C -3.184896 -0.395006 -0.137025
C 1.909384 -1.849172 0.384186
C -1.026306 1.635544 0.594526
C 2.556125 1.241871 -0.400737
C -1.968982 -0.343990 -0.679826
C 0.755169 -1.231454 0.056811
C -0.881990 0.484343 -0.079112
N 1.312101 1.149512 -0.183535
N 0.466024 0.031623 -0.274921
H -3.819136 -1.108294 -0.620896
H -3.356371 0.099179 0.810124
H 1.969266 -2.835255 0.673896
H 2.837044 -1.407513 0.458769
H -0.232918 2.289080 0.944439
H -1.987282 2.119497 0.907160
H 3.051697 2.182621 -0.353338
H 3.394017 0.477683 -0.743726
H -1.538618 -0.856244 -1.426796
H -0.254327 -1.684029 0.070004

Atomic forces in eV per Å
C -1.4 -0.3 0.1
C -2.0 1.5 -0.7
C -1.9 6.5 4.2
C 1.8 -2.8 -1.0
C 4.7 4.4 3.8
C 0.1 -2.9 0.6
C -1.2 -6.2 -4.6
N 0.4 -0.3 -0.4
N 0.3 4.3 0.1
H -1.0 0.0 0.4
H -0.5 -0.1 -0.2
H -0.6 -2.1 0.5
H 1.7 1.4 -0.2
H 0.1 -0.7 -0.3
H 0.6 -1.2 -0.7
H -0.4 1.1 0.4
H -2.3 0.7 0.7
H 0.5 -2.4 -2.8
H 1.2 -0.8 0.2

***

No. 4
Density functional theory data (ωB97M-V with the def2-TZVPD basis set) for 2 unconnected molecules or ions with the total composition C7H10N2O.

Calculated values
* HOMO-LUMO gap (alpha / beta): 7.478 / 7.791 eV
* ΔE to the lowest compared entry with this formula, charge and spin: 764.21 kJ/mol
* HOMO energy (alpha / beta): -7.3 / -7.7 eV

Geometry (Å):
C -2.170460 -1.031892 0.023642
C -2.565053 0.029669 -0.842632
C -1.219555 -0.721824 0.922580
C -2.267884 1.189684 -0.319797
C 2.699387 -0.294752 0.164199
C 1.418118 -0.758527 -0.572865
C 1.944209 1.108641 0.283040
N -0.610368 0.449369 1.071684
N 0.813097 0.556712 -0.345222
O -1.457463 1.554923 0.641798
H -2.507402 -2.184456 0.017666
H -3.372489 -0.198839 -1.556022
H -0.855755 -1.472764 1.655016
H -2.653741 2.125132 -0.827455
H 2.959702 -0.877760 1.031037
H 3.528239 -0.256157 -0.565359
H 1.497926 -0.993143 -1.647133
H 0.627448 -1.547721 -0.278393
H 1.786228 1.340134 1.326957
H 2.405807 1.983569 -0.182732

Atomic forces in eV per Å
C 0.2 -3.3 0.0
C -1.7 -3.3 0.2
C -0.1 -2.6 1.3
C -1.1 5.2 -2.8
C 0.0 0.3 -1.6
C -2.1 -0.1 0.1
C 2.0 -1.5 1.7
N 1.7 2.6 -0.2
N -3.0 0.0 -1.2
O 1.1 -2.1 0.6
H 0.4 3.1 -0.2
H 0.8 0.9 0.1
H -0.2 0.4 -0.7
H 0.2 -1.0 0.8
H 0.2 0.2 0.5
H -0.1 -0.1 0.6
H 0.3 0.4 0.2
H 1.6 0.6 0.4
H -0.2 0.4 0.4
H -0.1 -0.2 -0.3

***

No. 5
Density functional theory data (ωB97M-V with the def2-TZVPD basis set) for a single C7H10N2O2 molecule.

Calculated values
* HOMO-LUMO gap: 10.368 eV
* ΔE to the lowest compared entry with this formula, charge and spin: 192.11 kJ/mol
* SMILES: C[C@H]1C(=O)N[C@H]2CCC(=O)N21
* HOMO energy: -9.7 eV

Geometry (Å):
C -1.946291 -1.341580 0.147659
C -0.774649 -0.861414 -0.740321
C -1.191535 0.277566 -1.422414
O -2.219732 0.587543 -2.071546
N -0.027345 1.132097 -1.446688
C 1.111573 0.744197 -0.546965
C 1.566046 1.606999 0.683092
C 1.661499 0.556300 1.753637
C 0.837703 -0.664326 1.366288
O 0.608504 -1.613636 2.002419
N 0.428537 -0.477067 0.116211
H -2.603735 -0.559455 0.609360
H -1.536459 -2.131578 0.890701
H -2.701327 -1.942700 -0.551145
H -0.536170 -1.674833 -1.515268
H 0.195360 1.733687 -2.245390
H 2.100516 0.492887 -1.013784
H 0.876814 2.520549 0.864187
H 2.546001 2.075381 0.493319
H 2.823433 0.276487 2.092402
H 1.330968 0.926636 2.796133

Atomic forces in eV per Å
C -1.3 -3.2 -0.4
C 0.2 -4.6 3.8
C 0.0 6.2 -4.8
O 2.7 -1.6 2.3
N 1.1 0.2 0.4
C -1.7 -1.2 0.6
C -0.9 1.7 -1.1
C 2.7 0.2 4.1
C 0.9 2.3 -1.0
O -0.8 -3.3 3.0
N -0.3 2.6 -5.0
H 1.2 -0.5 -0.2
H -0.9 1.6 -1.0
H 1.6 1.3 1.4
H -0.1 1.1 1.2
H -0.7 -0.3 0.6
H -1.3 -0.3 -0.5
H 0.7 -1.8 0.0
H -0.3 -0.3 -0.1
H -2.9 0.4 -1.4
H 0.0 -0.6 -1.7

***

No. 6
Density functional theory data (ωB97M-V with the def2-TZVPD basis set) for a single C7H10N2O3S molecule.

Calculated values
* HOMO-LUMO gap: 9.070 eV
* ΔE to the lowest compared entry with this formula, charge and spin: 0.00 kJ/mol
* SMILES: O=c1ccn(COCCO)c(=S)[nH]1
* HOMO energy: -8.8 eV

Geometry (Å):
O -3.319656 -1.733395 -0.541220
C -2.342020 -1.164720 -0.083112
C -1.522371 -1.600556 1.065725
C -0.521558 -0.794749 1.477641
N -0.208777 0.427986 0.870256
C 0.992765 1.207466 1.297556
O 2.072485 1.108760 0.436877
C 2.675801 -0.198356 0.378236
C 2.326352 -0.841455 -0.985258
O 2.901363 -2.133949 -1.073469
C -0.973295 0.919039 -0.160657
S -0.768587 2.388191 -0.829733
N -1.960106 0.080191 -0.584874
H -1.764322 -2.555391 1.496808
H 0.193893 -1.066441 2.243771
H 0.753389 2.241808 1.326144
H 1.226812 0.829267 2.297608
H 2.234024 -0.874153 1.151848
H 3.742420 -0.067458 0.537812
H 2.654160 -0.175333 -1.830621
H 1.208231 -0.978704 -1.072058
H 2.659231 -2.491895 -1.926887
H -2.475852 0.278659 -1.464667

Atomic forces in eV per Å
O 0.9 0.2 0.1
C -0.4 -0.1 0.9
C 0.0 0.7 -0.6
C 0.3 0.1 -0.7
N 0.1 -0.3 0.4
C -0.2 -1.1 0.1
O 0.2 -0.8 0.0
C -1.2 -0.5 -0.4
C -0.7 0.5 -0.5
O 0.4 0.3 0.4
C -0.1 -0.3 0.0
S 0.1 0.7 -0.5
N -0.8 -0.7 -1.3
H 0.2 0.0 0.2
H -0.3 -0.1 0.2
H -0.5 0.7 0.1
H 0.1 0.0 0.0
H 0.6 0.5 -0.3
H 0.1 -0.2 -0.1
H -0.2 -0.5 0.8
H 0.9 0.6 0.2
H 0.0 -0.2 -0.2
H 0.6 0.4 1.1

***

no.,energy (eV)
1,-10399.6334
2,-10393.5267
3,-10393.1449
4,-12441.5278
5,-14495.0658
6,-27378.7642